Entry 1:
Density functional theory data (ωB97M-V/def2-TZVPD) for the molecule C13H21BF9NO4S.

The LUMO energy comes out at 0.31 eV. The highest occupied orbital energy is -9.6 eV. The value obtained for the largest force on an atom is 1.674 eV/A. The calculation puts the energy at -2185.53043 hartree. As for the net charge: 0.

Geometry as XYZ:
```
50
Properties=species:S:1:pos:R:3:forces:R:3:mulliken_charge:R:1
S 4.9152 -0.9118 0.0253 -0.19 -0.09 -0.20 1.370
F 3.8283 -0.1211 -0.8341 -0.09 0.12 -0.04 -0.296
F 4.1141 -3.3369 -0.6940 0.14 -0.26 -0.16 -0.269
F 5.8572 0.3479 -0.0678 -0.01 -0.08 0.05 -0.299
F 5.5395 -1.4499 -1.3284 0.05 -0.03 -0.01 -0.306
F 3.9372 -2.8893 1.4060 0.06 -0.05 0.33 -0.274
F 1.8436 -1.0724 0.7357 0.03 -0.08 -0.03 -0.233
F 6.0288 -1.6765 0.8436 0.06 0.03 0.00 -0.315
F 4.2968 -0.3239 1.3566 0.10 0.07 0.09 -0.292
F 1.6390 -3.2331 0.5875 -0.05 0.10 -0.11 -0.376
O -1.0480 0.0292 -4.0245 -0.09 -0.02 0.56 -0.634
O -3.2175 -1.1485 -1.3125 0.52 -0.13 0.01 -0.501
O -1.6356 1.2690 -2.2418 0.29 0.15 0.04 -0.542
O 0.5915 2.3078 1.1327 -0.10 0.00 0.03 -0.533
N -3.0006 -0.9953 1.0996 -0.22 1.58 -0.51 -0.114
C -1.5541 2.4518 -0.0628 -0.39 0.18 -0.20 -1.421
C 1.7294 -2.0578 -1.4605 -0.04 0.26 0.01 -1.513
C -0.4572 -0.7233 -1.7711 0.34 -0.21 0.26 0.283
C -1.0490 3.8187 2.0035 0.42 -0.13 0.10 -1.412
C -2.4866 -0.1844 2.2132 -0.12 -0.65 0.25 -1.054
C -1.0107 1.3423 -0.9291 0.33 0.04 -0.05 0.599
C -4.4800 -1.0477 1.1425 0.31 -0.39 0.44 -1.012
C -1.0244 -0.1098 -0.4723 -0.18 -0.11 -0.03 0.190
C 2.2079 -2.1413 -0.0111 -0.01 -0.13 0.00 1.166
C 1.0813 -0.7343 -1.8926 -0.22 0.06 -0.06 -1.076
C 3.7428 -2.4088 0.1846 -0.17 0.30 0.01 0.338
C -1.0726 0.1839 -2.8335 -0.19 -0.03 -0.63 -0.171
C -0.4676 3.1908 0.7411 -0.23 0.00 0.07 0.406
B -2.4670 -0.7374 -0.2041 -0.10 -0.48 0.34 0.657
H -1.8116 3.1797 2.4457 -0.11 0.05 0.01 0.276
H -3.0015 0.7776 2.2748 0.08 0.10 -0.05 0.422
H -2.3279 2.1053 0.6208 -0.04 -0.22 -0.02 0.174
H -4.9350 -0.2651 0.5368 -0.04 -0.03 -0.10 0.334
H -0.7978 -1.7410 -1.9495 -0.20 0.03 -0.16 0.824
H -2.6734 -0.6999 3.1577 0.03 -0.03 0.02 0.370
H -1.4462 4.8133 1.8148 -0.22 -0.03 -0.05 0.350
H 1.3278 2.4116 0.5243 -0.01 -0.04 0.04 0.301
H 1.3417 -0.5575 -2.9365 -0.01 -0.08 -0.03 0.712
H 1.4885 0.0987 -1.3282 0.15 0.07 0.05 0.265
H -0.3929 -0.2172 0.4061 0.25 -0.09 -0.13 -0.121
H 0.0369 1.5820 -1.1367 0.05 0.20 0.03 0.228
H 1.0104 -2.8668 -1.5830 0.05 -0.08 0.00 0.591
H -3.3429 -2.1027 -1.3110 -0.43 0.09 -0.02 0.290
H -1.4155 -0.0298 2.1337 0.03 0.10 -0.05 0.301
H 2.5594 -2.2847 -2.1243 0.11 -0.01 0.05 0.424
H -0.2443 3.9121 2.7328 -0.01 0.12 0.00 0.366
H -2.0385 3.1732 -0.7257 -0.03 0.03 0.03 0.457
H -4.8051 -0.9031 2.1726 -0.01 -0.08 0.02 0.391
H -0.0698 3.9970 0.1195 0.21 -0.10 -0.06 0.392
H -4.8441 -2.0207 0.8238 -0.08 -0.01 -0.14 0.289
```
Positions in Å, forces in eV/Å.

---

Entry 2:
Density functional theory data (ωB97M-V/def2-TZVPD) for a cluster of 2 separate species, C3Br2ClFO in total.

The LUMO energy comes out at 0.35 eV. The highest occupied orbital energy is -9.6 eV. The calculation puts the relative energy (zero: lowest compared OMol25 entry of this formula, charge and spin) at 45.5 kcal per mole. The value obtained for the largest force on an atom is 4.302 eV/A. The calculation puts the energy at -5897.54844 hartree. As for the net charge: 0.

Geometry as XYZ:
```
8
Properties=species:S:1:pos:R:3:forces:R:3:mulliken_charge:R:1
Br -1.7894 3.1559 0.7373 -0.08 0.28 -0.19 0.009
Br -1.1370 -2.0036 -1.0710 -0.15 0.01 0.36 -0.087
Cl 0.1438 -0.3981 3.0520 -0.11 0.46 -0.35 -0.152
F -0.5619 0.1244 -2.4256 -0.68 1.72 -1.72 -0.130
O 0.9096 -0.1726 -0.8017 -2.21 0.05 -1.06 -0.358
C -0.9624 1.8368 1.6014 1.58 -3.05 1.87 -0.208
C -0.1088 -0.4313 -1.3815 3.06 -1.75 2.47 0.575
C -0.4483 0.8872 2.1959 -1.40 2.29 -1.37 0.352
```
Positions in Å, forces in eV/Å.

---

Entry 3:
Density functional theory data (ωB97M-V/def2-TZVPD) for a cluster of 15 separate species, C30H90O30 in total.

The LUMO energy comes out at -0.15 eV. The highest occupied orbital energy is -9.3 eV. The calculation puts the relative energy (zero: lowest compared OMol25 entry of this formula, charge and spin) at 101.6 kcal per mole. The value obtained for the largest force on an atom is 3.876 eV/A. The calculation puts the energy at -3453.87437 hartree. As for the net charge: 0.

Geometry as XYZ:
```
150
Properties=species:S:1:pos:R:3:forces:R:3:mulliken_charge:R:1
O -0.1070 -4.7502 5.7170 0.11 -1.54 -0.06 -0.552
O 1.5646 3.2290 -3.3386 1.80 -0.98 -0.09 -0.497
O -3.0530 5.4798 2.2626 0.09 0.35 -0.65 -0.533
O -4.7604 -1.7304 2.0972 -0.22 -0.08 0.50 -0.584
O -2.3864 -1.7733 4.0075 -0.85 1.03 1.25 -0.287
O -0.0936 2.6209 -5.5405 0.76 1.61 -0.80 -0.526
O -2.7612 -2.3589 -0.5537 -1.03 1.16 0.88 -0.371
O 3.7628 -2.9468 -1.3701 -0.64 -0.47 -0.08 -0.381
O 1.2592 -0.6330 4.7372 -1.70 0.13 0.32 0.092
O 4.7730 2.2574 -3.9214 -0.20 1.00 -1.27 -0.456
O 1.2211 -4.4257 -4.7926 -0.39 -0.42 -1.13 -0.584
O -3.4618 2.6368 1.9953 0.31 -0.08 -0.12 -0.539
O -0.0567 0.4410 -3.4612 -0.63 -0.62 -1.54 1.215
O 4.4730 1.0015 0.4645 -0.85 -0.08 2.27 -0.598
O 3.9469 3.2344 2.7639 -1.10 -0.24 -0.72 -0.603
O -1.9212 3.1126 4.3459 0.21 0.67 0.34 -0.565
O -2.3595 -1.0338 -6.2080 1.01 -0.57 -0.35 -0.482
O 1.4312 -5.2627 3.1970 0.27 0.30 -0.64 -0.525
O 0.6582 -0.8281 1.8614 1.04 -0.41 -0.33 0.536
O 2.8861 1.3310 -1.7629 0.09 -0.03 -1.01 -0.513
O 6.0704 -3.1335 0.5459 0.15 -0.57 -0.33 -0.568
O 0.3275 -5.2068 -2.0595 -0.22 0.23 0.12 -0.534
O 1.8153 6.0436 -2.3444 -0.20 0.31 -0.27 -0.599
O 3.0851 1.0819 6.3042 0.07 0.32 0.33 -0.582
O -2.1311 -1.5724 -3.2087 0.01 -0.11 -0.19 0.080
O -0.8055 1.2439 -0.7658 -0.12 -0.71 0.18 0.025
O -2.8223 5.0322 -2.7262 0.23 0.28 -0.05 -0.395
O 0.5199 2.0011 5.4778 -0.54 0.42 0.20 -0.579
O -3.0764 -3.8092 1.8296 0.02 -1.74 -0.22 -0.489
O -3.3235 3.2525 -4.7653 -0.35 -0.27 -1.36 -0.619
C -2.0661 -3.5180 -0.2232 1.22 -0.94 -1.96 0.454
C -3.1751 -1.8875 -5.4307 -1.08 0.58 1.68 -0.819
C -0.7856 1.8611 6.0189 -1.17 -1.91 -0.20 -0.982
C -3.2000 4.8693 0.9892 0.75 -1.13 0.26 -0.548
C -4.4768 -0.8417 3.1548 0.00 1.25 1.72 -0.093
C 0.7178 3.9816 -2.5460 -2.54 0.44 -0.73 0.186
C -0.4093 -0.1682 1.2851 -0.87 0.86 -2.07 0.284
C 3.2269 -0.2938 6.1421 0.50 -1.33 -0.37 -0.847
C 1.8280 -4.1124 -3.5726 0.39 0.39 0.82 -0.553
C -3.7592 -1.4232 4.3819 0.91 -1.36 -1.97 -0.731
C 3.0262 2.2677 2.1787 1.43 0.40 -0.31 0.288
C -3.7036 2.9036 -3.4779 0.65 0.35 1.64 0.210
C -2.6655 3.4161 1.0892 -1.01 0.09 -0.63 0.219
C 0.7172 -3.9179 -2.5190 1.23 0.23 -0.65 1.348
C 4.9190 1.0529 -3.2961 -0.26 -1.61 2.07 -0.836
C 0.6704 5.4478 -2.9718 0.45 0.50 1.60 -0.463
C 5.0690 -2.1576 0.4872 -1.82 0.58 0.16 -0.403
C 0.4401 -3.8580 4.7734 -1.44 1.92 3.04 -0.126
C -0.0836 0.1241 -0.2299 1.05 -0.36 0.99 0.246
C -2.8800 -4.5178 0.5701 1.37 2.80 0.25 -0.829
C -3.9089 4.1526 -2.6539 -0.65 -0.57 0.47 -0.428
C 3.6203 0.5223 -2.6431 1.86 -1.33 0.11 0.598
C 3.6625 -2.6565 0.0109 1.20 1.22 0.47 0.286
C 2.6304 -0.7265 4.8062 1.40 -0.57 -0.50 -0.197
C 0.4434 -4.2533 3.3705 -0.53 0.47 -0.18 0.147
C 3.6948 0.9777 1.7207 0.26 -0.17 -0.47 -0.035
C -2.5102 -2.5206 -4.1929 0.25 0.18 -0.62 -0.475
C -0.5864 1.3521 -5.7916 -0.83 -2.25 2.20 -0.573
C -1.8813 1.8358 4.9286 0.55 0.55 0.11 0.715
C 0.2201 0.3256 -4.8976 -0.62 0.85 -0.07 -0.632
H -0.9119 2.5418 6.8608 -0.43 0.43 -0.37 0.485
H 1.3024 0.4199 -4.9866 -0.01 0.23 -0.52 0.489
H 1.0416 -3.2616 -1.7114 -0.04 -0.40 0.25 -0.328
H -2.8719 5.4745 -3.5768 0.07 0.13 -0.11 0.319
H -1.7869 -3.8626 -1.2188 0.20 -1.26 0.03 0.374
H -4.8598 4.5951 -2.9509 -0.01 0.46 0.03 0.373
H -4.2433 4.9585 0.6863 -0.16 -0.49 0.25 0.329
H -4.2518 2.3215 1.5503 -0.03 0.12 -0.02 0.287
H -1.6363 3.3054 1.4307 0.00 0.63 0.32 0.232
H 4.5808 -3.4328 -1.4977 0.16 -0.17 0.01 0.313
H -2.3156 -2.0351 -1.3399 -0.26 0.50 -0.36 0.145
H 2.5757 2.7369 1.3040 0.18 0.32 -0.02 0.026
H -2.6121 2.9555 0.1027 -0.31 -0.15 -0.18 -0.142
H 2.1403 1.2368 6.3750 -0.20 0.63 0.03 0.395
H -3.6859 -2.6631 -6.0012 0.10 -0.03 -0.22 0.342
H -0.7498 1.0284 -6.8195 1.07 0.19 -0.30 0.590
H 2.5155 -4.9044 -3.2754 -0.18 -0.26 0.36 0.304
H -0.2269 3.1259 -6.3460 0.27 0.48 0.08 0.238
H -0.2544 3.5011 -2.6553 -0.64 0.34 0.23 -0.098
H -0.2169 5.9191 -2.5489 -0.02 -0.03 0.27 0.169
H 5.3808 -1.3947 -0.2262 0.12 -0.07 0.09 0.207
H -0.0663 -0.6639 -5.2539 -0.02 -0.09 0.47 0.500
H -3.4575 -2.9569 1.6062 -0.54 0.32 -0.13 0.227
H -4.2512 -2.3204 4.7574 -0.26 -0.33 -0.40 0.432
H 0.2957 1.2614 -3.1086 0.23 0.23 0.05 -0.707
H 3.2100 -3.3994 0.6677 0.44 -0.99 -0.25 0.468
H 4.9330 -1.6587 1.4467 0.12 0.07 0.21 0.292
H 5.7342 1.1045 -2.5743 -0.11 0.21 0.66 0.359
H -0.6004 0.8416 1.6483 0.04 0.10 0.69 -0.126
H -2.9126 2.3624 -2.9588 0.25 -0.46 -0.18 -0.383
H 2.8290 -0.8752 6.9739 -0.61 0.04 0.14 0.285
H -1.5148 -0.9377 -3.5814 0.36 0.31 0.09 -0.339
H 3.8246 1.0093 -0.2434 -0.26 0.35 -0.22 0.386
H -3.1601 -3.1977 -3.6386 -0.50 0.05 -0.50 0.377
H -1.3273 -0.7520 1.3532 -0.23 0.00 0.06 -0.196
H -1.3701 0.8730 -1.4479 -0.19 0.10 -0.12 -0.073
H 0.4092 -5.5515 5.6030 -0.07 -0.42 0.52 0.331
H 1.0291 0.2542 5.0229 -0.47 0.46 -0.26 -0.012
H -0.4887 -4.6127 2.9343 -0.43 -0.02 0.55 0.278
H 1.3910 -3.5161 5.1820 0.78 -0.35 -0.74 0.147
H -1.6875 -3.1440 -4.5432 0.53 0.08 0.09 0.234
H -2.5163 3.1229 3.5927 -0.35 -0.10 -0.14 0.220
H -2.2026 -5.3613 0.7035 -0.69 -0.35 0.28 0.378
H -2.8393 1.5116 5.3348 -0.21 0.29 0.49 0.337
H -0.1231 -3.4602 -3.0410 -0.02 0.33 0.10 -0.507
H 4.2844 -0.5525 6.1939 0.22 0.26 -0.40 0.478
H -1.6872 1.1058 4.1428 0.60 -0.40 0.15 -0.357
H 1.0883 3.0186 -4.1451 -0.01 0.10 -0.56 0.118
H 0.9714 -5.3524 -4.7681 0.04 -0.08 -0.20 0.342
H 0.9822 -6.0288 3.5616 0.28 -0.39 -0.22 0.362
H 0.9766 0.3680 -0.2983 0.15 0.25 0.29 -0.218
H -3.7923 -4.6614 -0.0088 -0.26 -0.62 0.50 0.361
H -3.9588 0.0331 2.7618 0.66 -0.07 0.09 -0.083
H 2.1834 2.0015 2.8166 0.11 0.05 0.57 -0.179
H -2.3780 3.4183 -4.7792 0.16 -0.02 0.14 0.314
H -4.6135 2.3101 -3.3891 -0.04 -0.12 -0.72 0.496
H 2.8789 0.2552 1.7389 -0.13 -0.34 -0.84 -0.100
H -2.4576 -2.4376 3.3181 -0.02 -0.44 -0.14 0.145
H -5.3260 -0.3841 3.6622 -1.11 -0.23 -0.55 0.426
H -5.0991 -1.1918 1.3784 0.04 -0.14 -0.21 0.334
H 5.8056 -3.7882 1.1961 0.05 -0.14 0.10 0.368
H -0.1536 -2.9834 5.0390 -0.32 0.39 -1.10 0.160
H 4.3194 0.5880 2.5246 0.63 0.28 -0.17 0.618
H 3.0689 -0.1033 4.0268 0.26 0.20 0.00 -0.086
H -0.1330 -0.7721 -0.8483 -0.64 -0.06 -0.14 -0.151
H -0.8664 0.8674 6.4594 0.37 -0.21 0.15 0.356
H 2.9286 -1.8621 0.1466 0.20 0.54 -0.35 -0.520
H -2.6583 5.3501 0.1747 0.35 0.40 0.10 0.347
H -1.0974 -3.3059 0.2294 0.00 0.08 0.70 -0.200
H 3.0090 0.0783 -3.4289 -0.42 0.18 -0.08 0.217
H -2.1176 5.6940 2.2883 0.13 0.22 0.54 0.352
H 0.6735 5.7641 -4.0149 -0.01 -0.93 -0.45 0.293
H -3.8808 -1.1641 -5.0222 -0.86 -0.57 0.28 0.396
H 2.5080 5.3938 -2.4842 0.49 0.14 0.05 0.361
H -3.9810 3.8274 -1.6161 -0.18 0.18 0.15 0.076
H 5.6342 2.4549 -4.2968 -0.06 0.42 -0.16 0.301
H 3.9878 -0.3181 -2.0542 -0.09 -0.33 -0.04 -0.346
H -1.6177 1.3947 -5.4414 -0.22 -0.67 0.40 0.014
H 0.4958 2.9254 5.2198 0.74 0.22 -0.54 0.313
H -3.8772 -0.7659 5.2434 0.91 0.54 -0.32 0.459
H 0.5817 -0.9194 2.8139 -0.22 0.24 0.52 -0.498
H 2.4296 1.8393 -2.4373 -0.74 1.41 0.52 0.086
H 2.8100 -1.7545 4.4915 0.64 -0.19 0.47 0.514
H 0.9329 3.9211 -1.4791 0.53 0.02 -0.15 0.315
H 5.2347 0.1927 -3.8865 -0.09 0.02 -0.93 0.432
H -0.1618 -5.5467 -2.8122 -0.23 -0.48 0.20 0.383
H 2.5132 -3.2837 -3.7506 -0.53 0.51 0.18 0.177
H 4.4803 2.8462 3.4614 -0.20 -0.40 0.04 0.336
H 0.5319 -3.2589 2.9330 1.31 -0.35 -1.21 -0.185
H -2.9733 -0.4845 -6.7011 0.13 0.08 -0.10 0.317
```
Positions in Å, forces in eV/Å.

---

Entry 4:
Density functional theory data (ωB97M-V/def2-TZVPD) for the molecule C2H6N4S.

The LUMO energy (spin up / spin down) comes out at 0.20 / -0.72 eV. The highest occupied orbital energy (spin up / spin down) is -8.0 / -7.3 eV. The calculation puts the relative energy (zero: lowest compared OMol25 entry of this formula, charge and spin) at 125.4 kcal per mole. The value obtained for the largest force on an atom is 5.069 eV/A. The calculation puts the energy at -696.82619 hartree. As for the net charge: 0.

Geometry as XYZ:
```
13
Properties=species:S:1:pos:R:3:forces:R:3:mulliken_charge:R:1
S -3.3548 0.4120 0.4605 -1.78 0.41 0.53 -0.168
N -2.0235 -0.1752 0.0151 4.17 -2.64 -1.18 0.170
N -1.3330 -1.2217 -0.1446 -3.33 2.14 1.25 -0.292
N -0.0023 1.0924 -1.1214 -2.33 3.57 -1.61 -0.827
N 0.6277 0.1929 -0.5121 1.10 -2.13 2.74 0.455
C 0.0003 -1.1096 -0.6105 0.71 0.64 -4.16 -0.386
C 1.2195 0.4121 0.8253 -1.34 3.00 0.68 -0.865
H 0.0207 -1.4479 -1.7444 -0.14 0.72 2.11 0.277
H 0.6248 0.0130 1.6640 0.24 -0.26 -0.48 0.310
H 1.3812 1.5362 1.1092 -0.65 -1.79 -1.05 0.353
H 0.6178 -1.7511 -0.0909 1.02 -1.76 1.18 0.417
H 0.0381 1.9877 -0.5953 0.21 -0.62 -0.48 0.257
H 2.1833 0.0590 0.7449 2.11 -1.29 0.47 0.298
```
Positions in Å, forces in eV/Å.

---

net charge of number 1 (C13H21BF9NO4S)?
0